No. 1
The following is a DFT calculation (ωB97M-V/def2-TZVPD) of a 8-piece molecular cluster, C15H38O18S3 overall in a non-equilibrium geometry.

XYZ file:
```
74
Properties=species:S:1:pos:R:3:mulliken_charge:R:1
C -1.245 0.429 2.664 -0.46
C -1.440 -0.432 3.850 -0.23
O -2.521 -1.311 3.638 -0.37
S -2.167 -2.765 2.901 1.08
C -3.092 -2.669 1.335 -0.74
O -0.790 -2.767 2.546 -0.51
O -2.769 -3.789 3.814 -0.66
H -0.858 -0.065 1.773 -0.24
H -0.560 1.240 2.909 0.40
H -2.213 0.822 2.352 0.39
H -0.535 -0.947 4.171 -0.05
H -1.553 0.072 4.809 0.44
H -2.820 -1.719 0.877 0.22
H -4.133 -2.589 1.648 0.41
H -2.847 -3.544 0.733 0.26
C 1.831 -0.137 5.369 -0.97
C 2.319 -1.361 4.684 0.10
O 3.364 -1.007 3.770 -0.42
S 3.106 -0.485 2.192 1.15
C 2.359 -1.987 1.419 -0.40
O 2.144 0.635 2.262 -0.72
O 4.420 -0.291 1.541 -0.67
H 1.223 0.492 4.718 0.10
H 2.628 0.526 5.706 0.36
H 1.154 -0.413 6.177 0.40
H 2.802 -2.040 5.387 0.29
H 1.508 -1.853 4.146 0.04
H 2.569 -1.906 0.352 -0.10
H 1.278 -1.961 1.559 0.08
H 2.901 -2.873 1.751 0.58
C -3.007 5.161 -0.615 -1.39
C -1.528 4.793 -0.459 0.35
O -0.737 5.688 -1.135 -0.33
S 0.904 5.527 -0.841 1.05
C 1.165 4.205 -2.210 -0.74
O 1.615 6.708 -1.322 -0.58
O 1.160 4.926 0.471 -0.63
H -3.388 4.974 -1.619 0.35
H -3.157 6.230 -0.459 0.34
H -3.679 4.533 -0.032 0.37
H -1.306 4.847 0.607 0.25
H -1.313 3.785 -0.814 0.10
H 0.821 4.519 -3.196 0.38
H 0.615 3.337 -1.847 0.02
H 2.248 4.086 -2.175 0.40
O -1.610 -6.287 -2.548 -0.57
C -1.112 -5.202 -2.237 0.54
O -1.280 -4.609 -1.087 -0.33
C -0.474 -3.451 -0.969 0.08
C 0.496 -3.514 -2.156 0.96
O -0.166 -4.477 -2.992 -0.41
H -0.907 -2.452 -1.002 0.15
H 0.036 -3.549 -0.010 0.01
H 1.485 -3.847 -1.841 0.16
H 0.709 -2.549 -2.615 -0.57
O -2.417 -0.718 -7.179 -0.56
C -1.733 -0.649 -6.196 0.62
O -1.939 0.226 -5.214 -0.37
C -0.890 0.221 -4.311 0.20
C 0.140 -0.687 -4.979 0.11
O -0.604 -1.242 -6.045 -0.36
H -0.422 1.202 -4.227 0.10
H -1.179 -0.194 -3.345 0.08
H 0.409 -1.517 -4.326 -0.17
H 1.014 -0.156 -5.357 0.26
O 0.244 -0.148 -0.778 -0.06
H 1.100 -0.331 -1.165 0.14
H 0.301 0.764 -0.491 0.28
O 0.929 2.318 0.285 -0.42
H 1.259 3.215 0.344 0.33
H 1.469 1.823 0.901 0.22
O 2.506 -1.011 -1.945 -0.57
H 2.941 -0.194 -2.189 0.22
H 3.222 -1.610 -1.734 0.23
```

Properties
orbital gap: 10.4 eV
max |F|: 4.20 eV/Å
SMILES string: CCOS(C)(=O)=O.CCOS(C)(=O)=O.CCOS(C)(=O)=O.O=C1OCCO1.O=C1OCCO1.O.O.O



No. 2
The following is a DFT calculation (ωB97M-V/def2-TZVPD) of C15H39AsBF6FeO2Sb2Se4Si3 as an isolated structure.

XYZ file:
```
74
Properties=species:S:1:pos:R:3:mulliken_charge:R:1
Fe -0.775 -0.465 -0.159 0.96
Se -3.780 -3.515 2.656 -0.61
Sb -1.708 -2.333 1.927 0.16
Se -1.551 -2.710 -0.618 -0.61
Se 1.573 -0.009 0.754 -0.75
Se -0.705 -4.356 3.023 -0.61
F -1.556 1.390 0.765 -0.48
As -3.050 2.100 0.084 2.09
F -2.924 0.925 -1.201 -0.42
F -2.042 3.176 -0.841 -0.47
F -4.462 2.790 -0.633 -0.50
F -3.060 3.250 1.377 -0.53
F -3.979 0.996 1.009 -0.50
C 2.680 4.535 -0.115 -1.97
C 1.354 4.135 0.528 1.32
C 0.262 5.121 0.152 -1.66
O 1.028 2.822 0.034 0.41
B 1.485 1.893 0.965 0.66
O 1.935 2.531 2.117 -0.56
C 1.478 3.892 2.057 1.66
C 0.127 3.944 2.764 -1.62
C 2.483 4.783 2.766 -1.95
H 2.572 4.493 -1.200 0.32
H 3.473 3.843 0.175 0.41
H 2.968 5.550 0.167 0.30
H 0.304 5.343 -0.915 0.48
H 0.408 6.058 0.698 0.38
H -0.724 4.722 0.374 0.21
H -0.614 3.335 2.244 0.08
H -0.249 4.966 2.834 0.28
H 0.249 3.543 3.771 0.53
H 3.491 4.617 2.388 0.36
H 2.474 4.558 3.833 0.48
H 2.220 5.835 2.632 0.30
C -2.437 2.938 -4.108 -0.80
Si -0.623 2.512 -4.248 0.62
C -0.197 2.434 -6.083 -1.00
C 0.441 3.858 -3.490 -0.59
Sb -0.167 0.376 -2.932 -0.42
Si 2.307 -0.037 -3.401 0.41
C 3.316 1.329 -2.613 -0.64
C 2.706 -0.078 -5.247 -1.07
C 2.764 -1.690 -2.659 -0.84
Si -1.275 -1.390 -4.433 0.47
C -0.388 -3.024 -4.222 -0.94
C -1.256 -0.996 -6.278 -1.20
C -3.063 -1.481 -3.909 -0.76
H -2.646 3.891 -4.605 0.40
H -2.736 3.017 -3.064 0.05
H -3.053 2.168 -4.579 0.24
H -0.269 3.441 -6.510 0.37
H -0.886 1.791 -6.629 0.24
H 0.817 2.071 -6.252 0.14
H 0.024 4.850 -3.689 0.56
H 1.455 3.827 -3.897 0.37
H 0.497 3.709 -2.411 -0.39
H 3.060 2.307 -3.025 0.15
H 4.385 1.155 -2.775 0.46
H 3.123 1.342 -1.538 -0.10
H 2.595 0.910 -5.699 0.25
H 2.052 -0.773 -5.778 0.17
H 3.741 -0.401 -5.399 0.39
H 2.371 -1.766 -1.644 0.13
H 3.852 -1.798 -2.611 0.39
H 2.362 -2.512 -3.254 0.25
H 0.545 -3.036 -4.791 0.26
H -1.021 -3.837 -4.590 0.38
H -0.170 -3.219 -3.171 0.24
H -0.271 -0.688 -6.632 0.30
H -1.972 -0.207 -6.516 0.25
H -1.555 -1.893 -6.831 0.39
H -3.138 -1.789 -2.865 0.12
H -3.614 -2.200 -4.524 0.38
H -3.544 -0.505 -4.009 0.21
```

Properties
energy above the lowest of the compared OMol25 structures with the same formula, charge and spin: 0.0 kJ/mol
net charge: -2
spin multiplicity: 6
orbital gap (spin up / spin down): 5.7 / 5.8 eV
max |F|: 0.56 eV/Å



No. 3
The following is a DFT calculation (ωB97M-V/def2-TZVPD) of a 8-piece molecular cluster, C15H39N10O15 overall in a non-equilibrium geometry.

XYZ file:
```
79
Properties=species:S:1:pos:R:3:mulliken_charge:R:1
N -4.595 2.060 2.194 -0.28
C -3.676 1.571 1.381 0.61
N -2.612 0.972 1.869 0.07
C -1.286 1.456 1.357 -1.34
C -1.328 1.480 -0.136 1.27
C -0.193 2.234 -0.821 -1.32
C 1.258 1.837 -0.519 -0.48
C 2.067 1.683 -1.804 -0.75
C 3.489 2.232 -1.842 -0.79
O 3.532 3.337 -2.752 -0.58
C -2.603 2.132 -0.625 -0.89
N -3.824 1.607 0.050 -0.27
H -4.403 2.236 3.163 0.19
H -5.501 2.310 1.849 0.22
H -2.668 0.949 2.877 0.01
H -1.091 2.419 1.809 0.35
H -0.552 0.775 1.726 0.54
H -1.302 0.460 -0.487 0.14
H -0.379 2.063 -1.868 0.49
H -0.325 3.293 -0.681 0.32
H 1.316 0.942 0.053 0.46
H 1.687 2.643 0.056 0.33
H 2.072 0.631 -2.035 0.34
H 1.569 2.156 -2.627 0.54
H 4.141 1.492 -2.257 0.12
H 3.864 2.553 -0.888 0.48
H 3.394 4.144 -2.261 0.30
H -2.654 1.967 -1.681 0.43
H -2.544 3.192 -0.464 0.16
H -4.587 2.238 -0.158 0.38
C 4.998 0.702 -5.117 -0.43
N 5.082 -0.734 -4.733 0.91
O 6.173 -1.253 -4.685 -0.54
O 4.031 -1.293 -4.478 -0.53
H 5.996 1.076 -5.306 0.30
H 4.383 0.775 -6.008 0.30
H 4.534 1.236 -4.296 0.03
C -0.802 -3.382 0.839 -0.69
N 0.238 -2.421 1.287 0.95
O 0.211 -1.293 0.824 -0.53
O 1.070 -2.828 2.061 -0.56
H -1.463 -2.877 0.146 0.29
H -0.287 -4.207 0.358 0.18
H -1.335 -3.727 1.718 0.34
C 2.698 -4.036 -2.423 -0.70
N 1.227 -4.241 -2.288 0.92
O 0.489 -3.513 -2.911 -0.54
O 0.850 -5.134 -1.549 -0.51
H 2.872 -3.213 -3.104 0.26
H 3.085 -3.819 -1.432 0.32
H 3.119 -4.962 -2.802 0.28
C 5.172 0.151 2.260 -0.77
N 5.284 0.450 0.808 0.77
O 6.326 0.916 0.408 -0.52
O 4.317 0.223 0.100 -0.39
H 6.107 0.422 2.733 0.31
H 4.344 0.734 2.648 0.28
H 4.965 -0.905 2.359 0.30
C -4.332 6.972 0.349 -0.76
N -4.022 5.518 0.411 0.86
O -2.862 5.168 0.366 -0.55
O -4.960 4.748 0.500 -0.52
H -3.399 7.515 0.269 0.33
H -4.961 7.130 -0.522 0.30
H -4.867 7.227 1.258 0.30
C -1.355 -8.028 -1.068 -0.71
N -1.498 -7.532 0.330 0.88
O -1.366 -6.339 0.519 -0.52
O -1.730 -8.351 1.187 -0.53
H -1.145 -7.180 -1.708 0.26
H -0.539 -8.743 -1.074 0.29
H -2.289 -8.512 -1.336 0.29
C -3.902 -0.891 5.640 -0.76
N -3.778 0.576 5.410 0.89
O -4.707 1.287 5.700 -0.49
O -2.725 0.981 4.933 -0.58
H -4.879 -1.086 6.061 0.32
H -3.776 -1.381 4.679 0.30
H -3.109 -1.179 6.322 0.31
```

Properties
net charge: +1
orbital gap: 9.0 eV
max |F|: 1.70 eV/Å



no.,E_tot (a.u.)
1,-3143.12777
2,-15824.21302
3,-2270.23997